No. 1
C4H8O2 | the ωB97M-V functional and the def2-TZVPD basis

```
14
Properties=species:S:1:pos:R:3:mulliken_charge:R:1
C -0.907 1.368 -1.404 -1.08
C -0.420 0.840 -0.059 0.70
O -0.561 1.460 0.972 -0.58
C 0.385 -0.427 -0.184 -0.49
C 0.969 -1.078 1.072 -0.56
O 0.087 -2.010 1.674 -0.54
H -0.417 2.322 -1.626 0.28
H -0.712 0.685 -2.240 0.31
H -1.980 1.552 -1.339 0.34
H -0.162 -1.174 -0.770 0.33
H 1.139 -0.038 -0.884 0.36
H 1.288 -0.312 1.792 0.28
H 1.853 -1.664 0.801 0.32
H -0.563 -1.524 2.196 0.32
```

Net charge: 0
LUMO: 0.86 eV
Orbital gap: 10.636 eV
Structure (SMILES): CC(=O)CCO

No. 2
C3H3NO | the ωB97M-V functional and the def2-TZVPD basis

```
8
Properties=species:S:1:pos:R:3:mulliken_charge:R:1
N 0.793 1.453 -1.872 -0.38
C 0.627 0.549 -1.130 0.24
C 0.294 -0.474 -0.153 -0.35
C -0.748 0.079 0.866 0.02
O -1.258 1.161 0.813 -0.42
H 1.238 -0.730 0.411 0.23
H 0.000 -1.434 -0.587 0.29
H -0.945 -0.604 1.652 0.37
```

Net charge: 0
LUMO: 0.58 eV
Orbital gap: 11.404 eV
Structure (SMILES): N#CCC=O

No. 3
C18H33N3OP2Tb | the ωB97M-V functional and the def2-TZVPD basis

```
58
Properties=species:S:1:pos:R:3:lowdin_spin:R:1
Tb -0.672 0.547 -0.471 6.47
P -2.810 -1.392 0.079 -0.01
P -0.455 3.423 -0.561 -0.01
N 0.267 -1.467 -1.002 0.00
N 1.296 0.983 -1.536 0.03
H 1.680 -2.214 -2.400 0.00
H 3.157 -0.021 -1.823 0.00
H 2.346 -1.863 -0.798 0.00
C 1.619 -1.510 -1.551 0.00
H 2.030 -0.157 -3.164 0.00
C 2.085 -0.138 -2.059 0.01
H -0.028 -3.538 -1.227 0.00
H 2.782 2.301 -2.207 0.00
C -0.510 -2.557 -1.069 0.00
C 1.777 2.223 -1.752 0.00
C -1.918 -2.503 -1.026 0.01
C 1.120 3.410 -1.434 0.06
H -2.443 -3.353 -1.480 0.00
H 1.618 4.329 -1.753 0.00
H -1.085 4.464 -1.318 0.00
H -0.011 4.169 0.580 0.00
H -4.034 -1.388 -0.662 0.00
H -3.174 -2.282 1.133 0.00
H -0.327 0.868 -3.570 0.00
C -1.386 0.600 -3.717 0.00
C -2.214 1.847 -3.924 0.00
C -1.494 -0.511 -4.735 0.00
O -1.861 0.098 -2.369 -0.02
H -2.040 2.306 -4.898 0.00
H -3.279 1.595 -3.856 0.00
H -1.990 2.602 -3.161 0.00
H -0.753 -1.299 -4.542 0.00
H -2.496 -0.961 -4.771 0.00
H -1.283 -0.106 -5.732 0.00
H -2.001 -0.907 -2.347 0.00
C 0.956 -2.356 2.774 0.00
N 1.887 -1.333 3.316 0.00
C 3.280 -1.837 3.397 0.00
C 1.782 0.001 2.563 0.01
C 0.448 0.613 2.889 0.04
C 0.252 1.027 4.221 0.02
C -1.003 1.476 4.634 -0.01
C -2.060 1.529 3.725 0.02
C -1.848 1.158 2.381 0.04
C -0.591 0.732 1.984 0.31
H 1.238 -2.584 1.741 0.00
H -0.067 -1.976 2.805 0.00
H 1.045 -3.255 3.394 0.00
H 1.583 -1.140 4.283 0.00
H 3.623 -2.115 2.396 0.00
H 3.907 -1.042 3.805 0.00
H 3.297 -2.705 4.062 0.00
H 2.621 0.606 2.935 0.00
H 1.948 -0.220 1.497 0.00
H 1.086 0.977 4.930 0.00
H -1.153 1.776 5.671 0.00
H -3.047 1.873 4.041 0.00
H -2.696 1.194 1.680 0.01
```

Net charge: +2
LUMO (alpha / beta): -5.89 / -8.63 eV
Orbital gap (alpha / beta): 7.216 / 4.266 eV
2S+1: 8

No. 4
C3H5ClFN | the ωB97M-V functional and the def2-TZVPD basis

```
11
Properties=species:S:1:pos:R:3:mulliken_charge:R:1
C 0.861 -1.580 0.938 -0.69
C 0.640 -0.419 0.242 0.71
C -0.736 1.378 -0.354 -0.74
N -0.576 0.106 0.140 -0.24
F -1.344 -1.011 -1.376 -0.41
Cl 2.049 0.257 -0.603 -0.21
H 1.751 -2.021 0.916 0.40
H -0.164 -1.940 1.400 0.24
H -1.809 1.472 -0.565 0.25
H -0.579 2.036 0.545 0.36
H -0.094 1.723 -1.283 0.32
```

Net charge: 0
LUMO (alpha / beta): -2.09 / -2.00 eV
Orbital gap (alpha / beta): 7.768 / 8.615 eV

No. 5
CaI2 | the ωB97M-V functional and the def2-TZVPD basis

```
3
Properties=species:S:1:pos:R:3:mulliken_charge:R:1
Ca 1.314 0.363 0.762 1.23
I 0.851 0.393 -3.315 -0.62
I -2.165 -0.757 2.553 -0.61
```

Net charge: 0
LUMO: -3.51 eV
Orbital gap: 4.761 eV

No. 6
C30H58Cl16O3S | the ωB97M-V functional and the def2-TZVPD basis

```
108
Properties=species:S:1:pos:R:3:mulliken_charge:R:1
C -2.551 -0.160 -4.380 -1.02
C -1.815 -1.514 -4.097 0.93
C -2.547 -2.565 -3.161 -0.93
C -0.544 -1.782 -4.685 -1.35
C 0.699 -1.674 -3.719 0.31
C 1.361 -3.056 -3.345 -0.97
C 0.641 -3.798 -2.161 0.93
C 1.378 -5.148 -1.821 -1.19
C 0.499 -2.925 -0.855 -0.62
C 1.844 -2.273 -0.359 -0.85
C 2.025 -0.758 -0.714 0.87
C 3.180 -0.093 0.134 -0.11
C 3.728 1.168 -0.660 -0.44
C 2.566 2.130 -1.147 -0.66
S 0.888 1.560 -0.677 1.21
O 0.531 2.245 0.609 -0.66
O -0.097 2.031 -1.700 -0.73
O 0.792 -0.062 -0.402 -0.52
H -3.579 -0.126 -3.957 0.33
H -2.536 -0.033 -5.500 0.31
H -1.939 0.677 -3.973 0.17
H -2.304 -3.578 -3.561 0.23
H -3.637 -2.362 -3.310 0.50
H -2.266 -2.451 -2.085 0.10
H -0.470 -2.032 -5.763 0.32
H 0.399 -1.058 -2.840 -0.34
H 1.472 -1.085 -4.286 0.44
H 2.451 -2.994 -3.087 0.17
H 1.239 -3.717 -4.247 0.54
H -0.403 -4.082 -2.466 -0.07
H 2.323 -5.016 -1.223 -0.05
H 0.686 -5.743 -1.177 0.36
H 1.587 -5.680 -2.786 0.38
H 0.164 -3.621 -0.038 0.49
H -0.341 -2.209 -1.006 0.06
H 1.860 -2.368 0.759 0.04
H 2.733 -2.856 -0.718 0.42
H 2.332 -0.686 -1.790 0.00
H 2.726 0.192 1.116 -0.14
H 4.025 -0.779 0.361 0.39
H 4.279 0.782 -1.547 0.49
H 4.384 1.745 0.029 -0.17
H 2.659 2.284 -2.253 0.32
H 2.675 3.153 -0.706 0.39
Cl -0.398 -2.178 3.151 -0.20
C -0.925 -0.558 3.676 -0.59
C 0.080 0.509 3.308 0.37
Cl 1.590 0.362 4.245 -0.17
H -1.104 -0.591 4.750 0.43
H -1.875 -0.356 3.179 0.32
H -0.330 1.496 3.522 0.39
H 0.334 0.470 2.251 -0.54
Cl 4.454 -6.561 -0.402 -0.15
C 4.226 -8.314 -0.176 -0.45
C 2.892 -8.788 -0.709 -0.50
Cl 1.528 -8.183 0.263 -0.17
H 4.335 -8.536 0.884 0.31
H 5.036 -8.809 -0.713 0.31
H 2.846 -9.877 -0.675 0.36
H 2.739 -8.473 -1.741 0.30
Cl -4.726 4.960 0.811 -0.24
C -3.301 3.994 0.339 -0.36
C -3.348 3.580 -1.113 0.61
Cl -4.628 2.387 -1.432 -0.21
H -3.244 3.131 1.000 0.30
H -2.424 4.617 0.516 0.28
H -2.403 3.110 -1.391 -0.20
H -3.509 4.434 -1.767 -0.14
Cl 4.219 -2.043 2.680 -0.05
C 5.126 -1.550 4.132 -0.65
C 5.803 -0.208 3.956 0.17
Cl 7.139 -0.276 2.776 -0.20
H 5.845 -2.335 4.362 0.39
H 4.407 -1.495 4.951 0.28
H 6.235 0.115 4.904 0.39
H 5.101 0.556 3.623 -0.27
Cl -3.133 -6.280 3.746 -0.19
C -3.680 -4.586 3.686 -0.09
C -4.804 -4.383 2.694 -0.48
Cl -4.259 -4.581 1.010 -0.16
H -2.820 -3.961 3.448 0.00
H -4.022 -4.328 4.689 0.30
H -5.196 -3.370 2.783 0.28
H -5.622 -5.081 2.869 0.35
Cl 3.655 2.314 2.537 -0.01
C 4.944 3.427 2.011 -0.77
C 5.558 4.178 3.171 -0.47
Cl 4.424 5.349 3.888 -0.20
H 4.523 4.108 1.272 0.43
H 5.707 2.820 1.520 0.34
H 6.424 4.745 2.828 0.39
H 5.885 3.499 3.958 0.25
Cl -5.759 3.543 -4.727 -0.15
C -6.313 5.169 -4.256 -0.52
C -5.336 6.251 -4.662 -0.42
Cl -3.817 6.183 -3.735 -0.19
H -6.487 5.167 -3.180 0.30
H -7.268 5.334 -4.756 0.36
H -5.774 7.232 -4.476 0.29
H -5.085 6.185 -5.720 0.32
Cl -3.596 10.218 3.160 -0.19
C -3.849 8.471 3.408 -0.38
C -5.189 8.008 2.886 -0.23
Cl -6.545 8.645 3.851 -0.19
H -3.740 8.262 4.471 0.33
H -3.049 7.957 2.874 0.25
H -5.249 6.921 2.936 0.10
H -5.341 8.310 1.850 0.33
```

Net charge: 0
LUMO: 0.21 eV
Orbital gap: 6.851 eV
Structure (SMILES): CC(C)=CCC[C@@H](C)CC[C@@H]1CCCS(=O)(=O)O1.ClCCCl.ClCCCl.ClCCCl.ClCCCl.ClCCCl.ClCCCl.ClCCCl.ClCCCl

In order of appearance, electronic energy = -8372.2949, -6696.0170, -66713.8630, -19917.3779, -34638.9996, -249384.6508 eV.
In order of appearance, maximum force = 0.69, 4.11, 2.17, 7.06, 2.14, 6.23 eV/A.